Record 1
# C4H5NO

The molecule C4H5NO at a distorted geometry (wB97M-V/def2-TZVPD, the Open Molecules 2025 dataset).

Calculated values
**F_max**: 2.64 eV/Å
**Orbital gap (spin up / spin down)**: 8.02 / 7.89 eV
**Total charge**: 0
**E_LUMO (spin up / spin down)**: 0.02 / -0.32 eV
**Spin multiplicity**: 1
**Energy relative to the best compared isomer or geometry (same formula, charge and spin)**: 133.2 kcal/mol

Atoms and positions in Å:
H1 -1.988 -0.210 -0.659
H2 1.071 -1.986 0.960
H3 0.418 1.919 0.053
O1 1.920 -0.577 -0.250
C1 0.955 -0.991 0.549
C2 -1.534 -0.205 0.329
C3 0.382 0.949 -0.474
C4 -0.155 -0.151 0.356
H4 -2.193 -0.437 1.148
N1 1.687 0.557 -0.931
H5 -0.562 1.131 -1.081

Cartesian forces (eV/Å) of the 6 atoms listed first:
H -0.057 0.721 0.213
H 0.047 0.296 0.054
H 0.297 -0.292 0.267
O 1.855 -0.301 -0.167
C -2.537 0.648 0.317
C -1.287 -0.883 0.598

***

Record 2
# C24H26ClLuN3O8S

A structure of composition C24H26ClLuN3O8S at a distorted geometry (wB97M-V/def2-TZVPD, the Open Molecules 2025 dataset).

Calculated values
**F_max**: 2.37 eV/Å
**Orbital gap**: 7.29 eV
**Total charge**: -1
**E_LUMO**: 2.49 eV
**Spin multiplicity**: 1
**Energy relative to the best compared isomer or geometry (same formula, charge and spin)**: 3.1 kcal/mol

Atoms and positions in Å:
C1 -10.837 -5.614 14.646
C2 -10.916 -6.860 12.386
H1 -11.107 -10.106 14.631
O1 -11.043 -6.664 11.130
H2 -5.925 -5.849 13.708
H3 -15.751 -8.844 9.817
O2 -9.278 -6.882 8.890
C3 -9.804 -6.853 7.743
C4 -10.920 -4.371 12.598
C5 -6.480 -7.473 9.317
C6 -10.684 -4.415 15.312
C7 -6.803 -6.438 11.833
H4 -9.769 -5.237 6.408
C8 -14.994 -9.484 10.276
C9 -9.974 -11.255 10.291
N1 -10.650 -9.015 12.024
C10 -10.317 -10.449 14.005
H5 -10.178 -12.297 12.127
C11 -10.655 -3.193 14.629
S1 -6.495 -8.079 7.631
C12 -9.426 -12.462 9.543
H6 -8.114 -8.126 12.209
O3 -10.894 -7.436 7.545
Cl1 -14.387 -8.689 11.804
H7 -7.406 -4.995 13.304
H8 -10.452 -2.246 15.206
H9 -5.289 -5.704 8.903
H10 -10.963 -6.556 15.222
H11 -6.409 -6.782 5.814
H12 -9.372 -9.945 14.341
C13 -9.152 -6.121 6.611
Lu1 -10.963 -8.286 9.719
H13 -7.820 -9.054 9.903
H14 -7.492 -4.825 6.282
O4 -5.219 -8.571 7.176
C14 -6.906 -5.976 13.228
C15 -10.218 -11.320 11.623
H15 -15.421 -10.370 10.687
H16 -10.631 -4.384 16.355
H17 -10.944 -4.325 11.482
C16 -5.955 -5.833 10.913
H18 -10.133 -11.503 14.114
C17 -10.897 -5.608 13.226
C18 -7.726 -5.657 6.947
C19 -7.245 -8.197 10.235
H19 -8.638 -12.182 8.833
H20 -9.123 -13.282 10.194
H21 -7.548 -6.608 13.822
H22 -9.171 -6.749 5.759
C20 -7.452 -7.651 11.494
N2 -6.620 -6.641 6.800
H23 -5.595 -4.812 11.137
O5 -10.041 -10.196 9.560
H24 -10.932 -2.256 12.687
H25 -10.242 -12.873 8.948
O6 -12.931 -8.911 9.178
O7 -7.665 -8.880 7.503
H26 -7.782 -5.317 7.976
C21 -10.474 -10.205 12.520
N3 -10.791 -7.988 12.969
O8 -14.204 -10.685 8.496
C22 -13.942 -9.729 9.248
C23 -5.787 -6.302 9.616
C24 -10.864 -3.172 13.254

Cartesian forces (eV/Å) of the 6 atoms listed first:
C -0.347 -0.763 -0.601
C -0.404 1.606 0.364
H -0.686 0.313 0.242
O -0.075 0.072 -0.843
H -0.245 -0.223 -0.124
H 0.002 -0.028 0.289

***

Record 3
# C21H54AlBCl2N3O2

A structure of composition C21H54AlBCl2N3O2 (wB97M-V/def2-TZVPD, the Open Molecules 2025 dataset).

Calculated values
**F_max**: 0.88 eV/Å
**Orbital gap**: 7.55 eV
**Total charge**: -1
**E_LUMO**: 2.66 eV
**Spin multiplicity**: 1

Atoms and positions in Å:
C1 1.925 -5.871 -0.051
Cl1 4.630 1.054 3.155
H1 3.913 -6.369 -0.690
H2 -6.127 3.516 2.946
H3 -0.125 3.900 -5.476
H4 -1.649 5.734 -3.059
C2 3.633 -2.845 2.492
H5 5.126 -1.312 2.249
H6 -4.870 0.917 4.324
O1 -1.068 -1.141 2.538
H7 0.496 4.948 -3.636
H8 -1.617 1.437 -1.921
H9 4.310 -4.722 -4.415
C3 3.563 -0.429 3.385
Cl2 2.208 -0.300 0.114
O2 0.437 -2.734 3.417
H10 0.539 1.310 -3.988
H11 -1.040 2.082 -4.009
H12 0.979 1.362 -1.737
Al1 1.849 -0.089 2.341
H13 0.864 -3.784 -2.561
H14 -4.420 4.129 -0.402
H15 0.941 -3.292 -0.861
N1 0.486 3.030 -2.860
H16 -3.485 3.813 4.487
H17 0.119 2.303 -6.169
H18 -1.989 4.078 -3.552
H19 4.343 -3.566 2.088
C4 0.400 2.954 -5.340
N2 -3.437 2.916 2.627
H20 3.330 -2.861 -2.694
C5 3.302 -5.464 -0.589
H21 -2.562 1.708 4.074
C6 -3.141 1.593 3.155
C7 -4.016 2.880 1.300
H22 -3.875 4.863 3.167
C8 -5.545 3.703 3.849
C9 -4.317 0.646 3.424
H23 2.696 -4.000 -4.486
H24 0.891 2.831 -0.827
C10 0.389 2.271 -1.618
H25 -1.924 4.506 -1.839
H26 1.473 3.141 -5.402
H27 -0.903 1.121 -0.340
H28 -5.032 2.449 1.291
H29 -3.396 2.217 0.694
H30 5.006 -1.968 3.861
C11 0.045 2.284 -4.020
H31 3.104 -3.329 3.306
C12 3.243 -4.930 -4.327
N3 3.367 -4.760 -1.857
H32 1.383 1.421 2.652
H33 -2.463 1.101 2.455
H34 -5.926 4.623 4.301
C13 -1.466 4.685 -2.811
H35 -5.743 2.898 4.555
H36 1.309 -6.348 -0.814
H37 3.806 -4.854 0.164
H38 -3.933 -0.364 3.574
C14 4.418 -1.642 3.000
B1 0.282 -1.473 2.812
C15 1.383 -3.142 -1.845
H39 -4.726 4.937 1.130
H40 3.330 -2.884 -0.966
C16 -1.005 1.871 -1.127
C17 2.922 -5.559 -2.980
H41 0.485 4.860 -1.906
H42 -1.361 -1.780 1.864
H43 1.842 -5.780 -2.944
H44 3.437 -6.523 -2.923
H45 1.379 -5.021 0.354
C18 -4.046 3.853 3.550
H46 -3.060 4.684 0.583
C19 0.045 4.409 -2.798
H47 2.049 -6.587 0.764
H48 1.179 -2.106 -2.118
H49 -1.543 2.716 -0.697
C20 2.896 -3.381 -1.836
H50 2.961 -5.615 -5.129
H51 -5.017 0.610 2.587
H52 2.947 -2.592 1.690
C21 -4.057 4.241 0.621
H53 3.320 -0.431 4.443
H54 -0.093 -2.753 4.233

Cartesian forces (eV/Å) of the 6 atoms listed first:
C -0.004 0.012 0.086
Cl -0.033 0.042 0.278
H -0.026 -0.011 -0.082
H 0.019 0.001 -0.024
H 0.001 0.004 -0.003
H 0.023 -0.009 -0.019

***

Number 3 is which compound?
C21H54AlBCl2N3O2

***

Among the records above, which one has the highest total charge?
C4H5NO